## A
Density functional theory data (ωB97M-V/def2-TZVPD) for the molecule C20H32N2O2.

```
56
Properties=species:S:1:pos:R:3:lowdin_charge:R:1
C 5.1872 -2.2379 4.5838 -0.120
C 4.5084 -2.3095 3.2213 -0.278
C 5.0901 -1.2849 2.2494 -0.235
C 4.5196 -1.3932 0.8349 -0.223
C 3.0453 -1.0056 0.7438 -0.222
C 2.5426 -1.0188 -0.6970 -0.183
C 1.0560 -0.6561 -0.7703 -0.195
N 0.6098 -0.5928 -2.1507 -0.176
C 0.1450 -1.8428 -2.6963 -0.162
C -1.2313 -2.3616 -2.1888 -0.060
C -1.8090 -1.6147 -0.9996 -0.472
O -2.0834 -2.1840 0.0418 0.049
N -2.0517 -0.2936 -1.1839 -0.002
C -2.6812 0.4606 -0.1047 -0.218
C -4.1465 0.7740 -0.4641 -0.213
O -4.7994 1.5168 0.5309 -0.039
C -1.8524 1.6668 0.2705 -0.175
C -0.8196 1.4936 1.1871 -0.045
C 0.0078 2.5473 1.5296 -0.081
C -0.1925 3.7963 0.9661 -0.088
C -1.2307 3.9835 0.0709 -0.074
C -2.0557 2.9268 -0.2765 -0.039
C -1.6976 0.3794 -2.4122 -0.110
C -0.1689 0.5537 -2.5509 -0.145
H 6.2531 -2.4359 4.4913 0.069
H 4.7601 -2.9710 5.2643 0.066
H 5.0608 -1.2497 5.0211 0.070
H 4.6358 -3.3116 2.8054 0.110
H 3.4389 -2.1341 3.3469 0.100
H 4.9091 -0.2786 2.6350 0.112
H 6.1727 -1.4280 2.2002 0.109
H 4.6469 -2.4161 0.4729 0.113
H 5.0934 -0.7373 0.1752 0.111
H 2.9085 -0.0058 1.1632 0.115
H 2.4433 -1.6994 1.3330 0.110
H 3.1070 -0.3035 -1.2977 0.118
H 2.7009 -2.0092 -1.1271 0.109
H 0.9171 0.3236 -0.3086 0.103
H 0.4826 -1.3849 -0.1833 0.122
H 0.1091 -1.7305 -3.7842 0.121
H 0.9059 -2.5911 -2.4685 0.113
H -1.9714 -2.3191 -2.9917 0.113
H -1.1421 -3.4039 -1.8806 0.117
H -2.6891 -0.2303 0.7497 0.145
H -4.6617 -0.1806 -0.6486 0.132
H -4.2159 1.3742 -1.3740 0.115
H -4.7538 1.0298 1.3614 0.099
H -0.6684 0.5220 1.6356 0.121
H 0.8070 2.3943 2.2400 0.103
H 0.4514 4.6215 1.2315 0.101
H -1.4025 4.9585 -0.3608 0.103
H -2.8716 3.1038 -0.9597 0.111
H -2.1671 1.3623 -2.4214 0.113
H -2.0872 -0.1870 -3.2641 0.121
H 0.0525 0.7690 -3.6041 0.120
H 0.1559 1.4102 -1.9575 0.119
```

## Properties
Gap between HOMO and LUMO, eV: 8.998
SMILES string: CCCCCCCN1CCC(=O)N([C@H](CO)c2ccccc2)CC1
2S+1: 1

---

## B
Density functional theory data (ωB97M-V/def2-TZVPD) for the molecule C20H32N2O2.

```
56
Properties=species:S:1:pos:R:3:lowdin_charge:R:1
C 4.6021 1.9707 -2.0208 -0.087
O 4.1096 0.6759 -1.7905 -0.097
C 2.7653 0.4548 -1.9228 -0.223
C 1.8525 1.4326 -2.2896 -0.015
C 0.5100 1.1162 -2.3673 -0.060
C 0.0338 -0.1580 -2.0906 -0.170
C -1.4689 -0.3585 -2.1113 -0.128
N -2.2063 -0.0683 -0.8870 -0.130
C -2.2531 1.3188 -0.4690 -0.141
C -1.1173 1.7470 0.4685 -0.150
N -1.0779 0.8493 1.6095 -0.124
C -0.2280 1.3232 2.6737 -0.308
C 1.3109 1.1258 2.6290 -0.124
C 1.2645 0.6330 4.0827 -0.167
C -0.2694 0.5708 4.0176 -0.125
C -0.8164 -0.4970 1.1337 -0.127
C -1.9839 -0.9561 0.2446 -0.283
C -3.2566 -1.0844 1.1045 -0.125
C -4.5404 -1.1965 0.2724 -0.265
O -4.4370 -2.1108 -0.7915 -0.065
C 0.9606 -1.1635 -1.7851 -0.187
C 0.5663 -2.5975 -1.5701 -0.032
C 2.3180 -0.8513 -1.6814 -0.153
C 3.3211 -1.9049 -1.3118 -0.025
H 4.1644 2.6991 -1.3299 0.096
H 4.4231 2.2942 -3.0516 0.096
H 5.6757 1.9117 -1.8460 0.094
H 2.1684 2.4392 -2.5124 0.103
H -0.1875 1.8914 -2.6513 0.114
H -1.8897 0.2994 -2.8794 0.127
H -1.7152 -1.3843 -2.3986 0.109
H -2.2628 1.9569 -1.3545 0.119
H -3.1972 1.4660 0.0657 0.116
H -1.3201 2.7614 0.8221 0.125
H -0.1552 1.7528 -0.0701 0.112
H -0.4772 2.3780 2.8206 0.142
H 1.6222 0.3549 1.9282 0.095
H 1.8974 2.0238 2.4446 0.100
H 1.7667 -0.3131 4.2749 0.098
H 1.6284 1.3730 4.7924 0.100
H -0.6579 -0.4404 3.9348 0.096
H -0.8036 1.0803 4.8165 0.102
H -0.7302 -1.1748 1.9832 0.124
H 0.1170 -0.5438 0.5496 0.111
H -1.7453 -1.9457 -0.1545 0.135
H -3.3343 -0.2219 1.7656 0.109
H -3.1477 -1.9783 1.7208 0.118
H -4.8191 -0.2078 -0.1147 0.108
H -5.3555 -1.5606 0.9030 0.117
H -3.7840 -1.7463 -1.4001 0.061
H 1.2238 -3.2501 -2.1417 0.083
H 0.6618 -2.8710 -0.5189 0.090
H -0.4533 -2.7972 -1.8814 0.066
H 4.2915 -1.4485 -1.1468 0.076
H 3.4181 -2.6405 -2.1104 0.088
H 3.0180 -2.4291 -0.4069 0.084
```

## Properties
Gap between HOMO and LUMO, eV: 8.598
SMILES string: COc1ccc(CN2CCN(C3CCC3)C[C@H]2CCO)c(C)c1C
2S+1: 1

---

Least stable structure: B

---

## A
Density functional theory data (ωB97M-V/def2-TZVPD) for a structure of composition C2H2ClFNO2.

```
9
Properties=species:S:1:pos:R:3:lowdin_charge:R:1
C -1.4232 -0.4417 -0.1976 -0.797
C 1.2089 -0.0779 -0.0704 -0.579
N -0.5253 0.8382 -0.1578 -0.007
O -2.3209 -0.4488 0.6644 -0.066
O -1.2191 -1.1516 -1.1822 -0.060
F -0.6015 1.5853 0.9697 -0.115
Cl 2.4878 1.0114 -0.2786 0.527
H 1.0692 -0.3369 0.9924 0.042
H 1.3241 -0.9781 -0.7399 0.056
```

## Properties
Total charge: -1
Gap between HOMO and LUMO, eV: 8.056
2S+1: 1

---

## B
Density functional theory data (ωB97M-V/def2-TZVPD) for a cluster of 2 separate species, C2H2ClFNO2 in total.

```
9
Properties=species:S:1:pos:R:3:lowdin_charge:R:1
C -2.2330 0.1731 0.1116 -0.818
C 1.5093 -0.2988 -0.0361 -0.636
N -1.5631 1.1434 0.5790 0.067
O -1.2752 0.5499 -0.8334 -0.160
O -3.0880 -0.6693 0.1617 -0.004
F 1.9468 -1.3465 0.7011 -0.098
Cl 2.7436 0.9679 -0.0082 0.536
H 1.3724 -0.6240 -1.0699 0.076
H 0.5871 0.1041 0.3942 0.038
```

## Properties
Total charge: -1
Gap between HOMO and LUMO, eV: 6.880
2S+1: 1

---

Least stable structure: A